C34H25IN9O2RhS | the ωB97M-V functional and the def2-TZVPD basis

The geometry in XYZ format:
```
73
C34H25IN9O2RhS | OMol25 | the ωB97M-V functional and the def2-TZVPD basis
I 1.1663 -8.8558 0.3652
Rh -1.1387 1.6716 0.8973
S -1.5689 0.5047 -1.2325
O 0.2402 -1.8677 -0.2019
O 2.3049 -1.9811 0.6898
N -3.1832 2.0768 1.1468
N -3.2201 1.5597 -3.0752
N -0.7760 0.2221 2.5790
N -0.3545 3.3632 -0.3046
N 1.0053 5.1895 -1.8620
N 0.7964 1.2683 0.7366
N 0.2943 -1.4246 4.5410
N 6.6669 -1.7191 -1.9054
N -4.0152 1.7881 -1.0630
C 4.9426 -0.0896 -2.0598
C 6.1208 -2.1817 -0.7922
C 4.3504 -0.5516 -0.8770
C 1.1955 -6.7570 0.3160
C 0.0535 -6.0516 0.6755
C -5.5080 1.6136 0.8068
C 0.5002 -0.2452 2.4838
C -2.3295 1.2329 -4.1761
C -5.7714 1.7745 2.1524
C 2.3604 -4.7083 -0.1210
C 2.5011 -0.5435 0.8840
C 6.0964 -0.6972 -2.5268
C -0.2029 5.4644 -1.3815
C -4.4709 2.1291 -3.1929
C 2.3456 -6.0918 -0.0874
C 0.0588 -4.6704 0.6073
C 1.5526 4.0335 -1.5468
C 1.1736 -2.5178 0.2016
C -1.4705 -0.1265 3.6569
C -4.2139 1.8029 0.3357
C -3.4741 2.2961 2.4480
C 3.1522 0.0797 -0.3272
C -4.9709 2.2748 -1.9563
C -0.8814 4.5476 -0.5908
C -4.7317 2.1588 2.9888
C 0.8921 3.0825 -0.7568
C 0.9993 -1.0973 3.4822
C 2.6342 1.2451 -0.8237
C -0.9377 -0.9383 4.6469
C 4.9696 -1.6367 -0.2425
C -2.9347 1.3447 -1.7787
C 1.4742 1.8349 -0.3020
C 1.2673 0.1946 1.3482
C 1.2155 -3.9970 0.2220
H 3.2522 -4.1808 -0.4361
H -1.4476 1.8722 -4.1530
H -6.2954 1.3357 0.1215
H -1.8666 4.7652 -0.1961
H 4.5224 0.7312 -2.6234
H 4.5791 -2.0589 0.6708
H -4.9052 2.3866 -4.1430
H -0.6283 6.4273 -1.6318
H -2.8579 1.3848 -5.1123
H 3.2299 -0.5412 1.7024
H 3.1347 1.7554 -1.6329
H -2.0101 0.1952 -4.1061
H -6.7704 1.6226 2.5370
H 3.2246 -6.6524 -0.3733
H 2.0032 -1.5024 3.4128
H -5.9035 2.7027 -1.6380
H -2.4953 0.2109 3.7305
H -1.5022 -1.2070 5.5297
H -4.8998 2.3351 4.0418
H -2.6413 2.6081 3.0660
H -0.8318 -6.5805 0.9996
H 2.5584 3.8546 -1.9088
H 6.6222 -3.0149 -0.3143
H 6.5822 -0.3487 -3.4302
H -0.8295 -4.1049 0.8599
```

Calculated values
**LUMO energy (alpha / beta)**: -6.351 / -7.624 eV
**E**: -2759.82841 hartree
**Highest occupied orbital energy (alpha / beta)**: -12.420 / -12.419 eV
**2S+1**: 5
**<S²>**: 6.075
**Total charge**: +2
**Frontier orbital gap (alpha / beta)**: 6.069 / 4.795 eV

=====

C34H26Cl2CsIN10O4 | the ωB97M-V functional and the def2-TZVPD basis

The geometry in XYZ format:
```
78
C34H26Cl2CsIN10O4 | OMol25 | the ωB97M-V functional and the def2-TZVPD basis
Cs -0.8418 0.2803 -0.5839
I 3.4396 -3.4571 2.3235
Cl -4.4667 -3.4534 -6.3152
Cl -4.5570 -0.4516 -7.4645
O 2.9300 -1.1187 5.2589
O -3.3329 2.8695 -4.2505
O -0.9767 -2.7225 -0.7270
O 0.7131 2.4036 1.7824
N 0.1881 -1.6608 -3.4975
N -2.4853 -1.5930 -2.0139
N 1.7245 -0.7779 1.9581
N 1.4930 3.3611 5.1554
N -2.4695 1.0963 -2.9877
N -1.1887 -3.5647 1.6163
N -2.7222 -2.6600 3.1744
N -2.5836 -0.3840 2.1960
N -1.0805 3.0389 -1.5030
N -2.1779 -4.8733 3.2443
C -2.9843 0.0777 -3.7819
C 0.9614 -0.0760 2.7005
C -3.9434 -0.7974 -5.8618
C 1.8063 -0.3472 5.6707
C -1.6244 5.7202 -1.8865
C 0.9944 -1.8989 -4.5291
C -3.5041 0.2573 -5.0768
C 4.0449 -1.4931 1.9408
C 1.0326 2.3162 3.0158
C -2.9335 -1.2700 -3.3024
C -0.4553 -3.9626 -3.5482
C -1.4332 -2.3395 -1.8511
C 1.1533 3.4517 3.8821
C -0.5341 -2.6746 -3.0251
C 0.3755 -4.1935 -4.6266
C 5.3971 -1.2280 1.7751
C -0.4836 3.9668 -0.7528
C 1.2912 1.0587 3.6145
C 1.1187 -3.1371 -5.1365
C -2.6586 2.3695 -3.3247
C -0.7248 5.3233 -0.9069
C 4.8696 1.0729 1.3498
C -3.4089 -2.3015 -4.1047
C 1.7291 2.1493 5.6814
C -1.9539 3.4110 -2.4365
C -2.6358 -1.4562 2.6294
C 3.5245 0.8109 1.5290
C -3.9054 -2.0876 -5.3814
C -2.0213 -3.6321 2.6475
C 0.8667 4.8025 3.2990
C 5.8130 0.0596 1.4811
C 3.0885 -0.4802 1.8515
C -2.2449 4.7575 -2.6611
C 1.6312 0.9687 4.9614
H 5.1853 2.0796 1.1058
H -1.8432 6.7714 -2.0403
H 6.1159 -2.0316 1.8650
H 0.4402 -5.1794 -5.0717
H -3.5599 1.2591 -5.4676
H -1.0527 -4.7525 -3.1121
H 6.8671 0.2652 1.3424
H 2.8603 -1.2788 4.3110
H -1.3660 -5.4685 3.2168
H 1.9661 -0.1524 6.7323
H 0.1827 3.6011 0.0252
H -0.1066 -0.2799 2.6072
H -2.9532 4.9981 -3.4401
H -0.7609 -4.4117 1.2858
H -0.1260 4.8196 2.8428
H 2.7715 1.5835 1.4041
H -2.5910 -4.7958 4.1597
H 0.8872 -0.9420 5.5783
H 2.0040 2.1221 6.7318
H -1.0029 -2.7487 0.9983
H 1.7775 -3.2661 -5.9852
H 0.9352 5.5627 4.0763
H 1.5727 5.0336 2.4955
H -0.2243 6.0382 -0.2662
H 1.5659 -1.0496 -4.8899
H -3.3993 -3.3081 -3.7075
```

Calculated values
**LUMO energy**: 3.285 eV
**Energy above the lowest of the compared OMol25 structures with the same formula, charge and spin**: 0.9465 eV
**E**: -3398.15833 hartree
**Highest occupied orbital energy**: -2.212 eV
**2S+1**: 1
**Total charge**: -2
**Frontier orbital gap**: 5.497 eV

=====

C34H26Cl2N5O3SW | the ωB97M-V functional and the def2-TZVPD basis

The geometry in XYZ format:
```
72
C34H26Cl2N5O3SW | OMol25 | the ωB97M-V functional and the def2-TZVPD basis
W 0.0677 0.5504 0.1269
Cl 2.4666 6.4085 -2.9952
Cl -2.3688 4.3027 -1.9895
S 1.0529 1.5639 1.9427
O -0.7452 2.1115 -0.6913
O 0.3001 -2.6198 2.4250
O -0.3614 -0.7010 1.5438
N 1.7640 1.9411 -0.5262
N 1.4308 -1.1611 -0.0958
N -1.2920 -0.9553 -0.8557
N 0.4525 0.3128 -2.2210
N -2.0343 0.8884 0.8615
C 3.5252 3.8913 -1.5120
C 0.1416 5.2216 -2.4236
C 3.9832 2.7854 -0.8267
C 1.3071 3.0378 -1.1939
C 1.2521 1.5473 4.6016
C -4.2068 -0.0081 1.2326
C -1.8527 -0.2819 -2.0672
C 0.6426 -0.6044 3.6681
C 0.8982 0.7651 3.5074
C 0.4213 0.4417 -4.9956
C 0.2241 -1.4283 2.5217
C 0.7569 -1.1773 4.9251
C -2.4041 2.0209 1.4816
C 2.6207 -1.3176 0.5256
C -0.6894 0.1337 -2.9099
C 3.0807 1.8493 -0.3362
C 1.5831 -3.4321 -0.8114
C 1.3184 0.9696 5.8615
C 0.8934 -2.2387 -0.7058
C 2.8393 -3.5547 -0.2454
C 3.3537 -2.4773 0.4628
C 1.5888 0.4685 -2.9171
C -0.7489 0.2112 -4.2862
C -0.6678 4.2027 -1.8914
C 2.1449 4.0497 -1.7028
C -2.9230 -0.1104 0.7385
C -2.4189 -1.3366 0.0410
C -4.5813 1.1491 1.9000
C 1.5097 5.1550 -2.3400
C -3.6610 2.1804 2.0230
C 1.6151 0.5348 -4.2949
C 1.0815 -0.3889 6.0222
C -0.5139 -2.1779 -1.2492
C -0.0801 3.1112 -1.2900
H 4.2136 4.6380 -1.8861
H 0.4055 0.5108 -6.0752
H 3.4503 1.0041 0.2207
H -3.9106 3.1035 2.5260
H 1.1201 -4.2709 -1.3148
H -1.6675 2.8098 1.5328
H 1.4857 2.5964 4.4701
H 1.5746 1.5827 6.7145
H 2.5595 0.6577 -4.8059
H 5.0381 2.6371 -0.6461
H -2.0563 -2.0556 0.7738
H -0.3292 6.0722 -2.8979
H -5.5790 1.2491 2.3060
H 0.5700 -2.2375 5.0346
H 4.3014 -2.5388 0.9784
H 3.3902 -4.4825 -0.3224
H -4.9032 -0.8242 1.0941
H -3.2063 -1.8082 -0.5508
H 2.5070 0.5399 -2.3528
H -2.5006 -0.9744 -2.6087
H -1.6933 0.0655 -4.7937
H 1.1512 -0.8376 7.0035
H -0.4856 -2.2561 -2.3367
H -1.0433 -3.0590 -0.8858
H -2.4483 0.5760 -1.7502
H 2.9629 -0.4859 1.1235
```

Calculated values
**LUMO energy**: -10.633 eV
**Energy above the lowest of the compared OMol25 structures with the same formula, charge and spin**: 0.4160 eV
**E**: -3195.63356 hartree
**Highest occupied orbital energy**: -16.270 eV
**2S+1**: 1
**Total charge**: +3
**Frontier orbital gap**: 5.637 eV

=====

C34H26Co2F3NO5P | the ωB97M-V functional and the def2-TZVPD basis

The geometry in XYZ format:
```
72
C34H26Co2F3NO5P | OMol25 | the ωB97M-V functional and the def2-TZVPD basis
Co -1.2841 -0.9634 0.2967
Co 0.9828 -0.5121 -0.7218
P 2.3122 0.0189 0.8461
F -4.3352 3.1148 -0.4151
F -5.4487 1.8338 1.0038
F -6.5467 3.1538 -0.3927
O -0.4403 -0.3158 3.0181
O -3.4017 -2.1470 1.9126
O 0.7073 1.9295 -2.2499
O -1.9567 1.7436 -0.5804
O 2.9056 -1.9108 -2.3733
N -4.6575 0.0840 -1.0242
C 0.5110 3.3574 2.4428
C 2.9354 2.0029 2.7953
C 6.4186 0.2293 0.1583
C -4.8959 -0.1648 -4.7042
C 2.7241 -2.3103 4.2592
C -0.3134 -1.9763 -0.8689
C -5.5141 1.2471 -1.3028
C 2.8930 -2.6407 1.4897
C -2.7935 -0.5533 -3.5617
C 0.8020 2.2252 1.6773
C 3.0803 -3.7360 2.3371
C -4.5885 -2.2204 -3.4691
C 2.6559 3.1492 3.5497
C -1.7158 0.6355 -0.3389
C 1.9878 1.5104 1.8792
C 2.1468 -1.3244 -1.7184
C 4.0024 0.4611 0.2311
C 2.5093 -1.2161 3.4142
C 4.0896 1.4878 -0.7208
C 3.0240 -3.5660 3.7229
C -5.3854 -1.4014 -4.2553
C 5.3243 1.8614 -1.2555
C 1.4314 3.8090 3.3926
C 6.4914 1.2345 -0.8103
C -1.6367 -1.8963 -1.2032
C -5.4494 2.3354 -0.2670
C 2.6058 -1.3720 2.0232
C 0.7857 0.9550 -1.6208
C -3.5927 0.2393 -4.3751
C -3.3228 -1.7436 -3.0025
C -2.7119 -2.3765 -1.8753
C -2.5785 -1.6678 1.2526
C 5.1786 -0.1540 0.6846
C -0.6206 -0.5490 1.8915
H 3.2765 -4.7137 1.8977
H 7.3283 -0.2603 0.5103
H 1.1930 4.6840 4.0003
H -4.7045 -0.4892 -1.8697
H -4.9440 -3.1815 -3.0804
H 7.4558 1.5318 -1.2223
H -1.7781 -0.2690 -3.2748
H 3.3949 3.5306 4.2598
H 0.1005 1.9033 0.9008
H 2.6494 -2.1761 5.3398
H 0.2394 -2.9224 -0.7992
H -6.3994 -1.7226 -4.5159
H 5.3638 2.6447 -2.0144
H 2.9698 -2.7712 0.4066
H 3.1831 2.0012 -1.0486
H 3.8980 1.5039 2.9207
H -5.1137 -0.4640 -0.2928
H 3.2086 -4.4179 4.3784
H -5.5370 0.4683 -5.3274
H -3.1929 1.1802 -4.7581
H -6.5675 0.9376 -1.3552
H 5.1355 -0.9325 1.4462
H -5.1993 1.7458 -2.2266
H -0.4383 3.8754 2.2861
H 2.2794 -0.2425 3.8459
H -3.1164 -3.3446 -1.5785
```

Calculated values
**LUMO energy**: 2.449 eV
**E**: -5148.60809 hartree
**Highest occupied orbital energy**: -2.886 eV
**2S+1**: 1
**Total charge**: -1
**Frontier orbital gap**: 5.335 eV

=====

> Which value of total charge does entry 4 give?

-1

=====

> 2S+1 of number 2 (C34H26Cl2CsIN10O4)?

1